Computed, not measured: C27H44BrCoN3OP2 as an isolated structure at a distorted geometry, with wB97M-V/def2-TZVPD.

As for the highest occupied orbital energy (spin up / spin down): -13.89 / -13.87 eV. Its spin multiplicity is 4. Its charge is +2. The calculation puts the orbital gap (spin up / spin down) at 7.38 / 4.86 eV.

CARTESIAN COORDINATES (ANGSTROEM)
Br (-2.79751, -0.68599, 2.94680)
Co (-0.86726, 0.45782, -3.15099)
P (-2.09511, -2.61926, -2.07927)
P (2.22236, -0.70957, 1.00361)
O (1.32382, 0.72189, 4.11611)
N (2.45121, 1.72585, 5.84633)
N (0.16843, 1.77749, 5.80537)
N (-0.64100, 6.10320, -4.91604)
C (3.71437, 0.04496, 1.78050)
C (-2.88784, 1.82805, -0.26902)
C (-2.94311, -0.52656, -3.68802)
C (-0.89571, 2.25452, -3.24194)
C (-1.51304, 1.83547, -0.64803)
C (1.98069, -2.20665, 2.03997)
C (-0.99912, 3.74699, -5.22161)
C (-1.15183, 1.47447, 5.33008)
C (1.30183, 1.36925, 5.15724)
C (-2.25319, 0.55618, 1.69828)
C (-3.23925, 1.17899, 0.90631)
C (-2.44379, -0.80647, -2.27376)
C (5.00993, -0.75665, 1.70610)
C (-0.78956, 3.53851, -3.84207)
C (-2.81419, -2.80865, -0.36407)
C (2.76913, -3.46777, 1.66886)
C (-4.19267, -3.46170, -0.39516)
C (-1.13750, 1.80237, -1.99536)
C (-0.89181, 0.89349, 1.49387)
C (0.03448, -4.24152, -1.36795)
C (-0.31556, -2.77070, -1.59566)
C (-0.52491, 4.65520, -3.01753)
C (-0.44771, 5.91865, -3.61224)
C (3.24876, -0.17466, -1.55813)
C (2.84532, -1.32018, -0.62118)
C (-0.91072, 5.05809, -5.70057)
C (-0.52071, 1.52906, 0.31287)
H (-1.25571, 0.40746, 5.09543)
H (-0.39344, 4.55969, -1.94210)
H (-0.46592, -4.65417, -0.48269)
H (-3.16962, -0.47972, -1.52100)
H (5.17518, -1.20046, 0.71658)
H (1.11771, -4.35708, -1.23479)
H (-0.27247, -4.85052, -2.22869)
H (2.50362, 0.63652, -1.52096)
H (-3.64947, 0.31520, -3.73987)
H (2.40039, 2.45215, 6.54597)
H (-4.92326, -2.85523, -0.94539)
H (-0.15278, -2.16805, -0.68522)
H (-3.50218, -1.41763, -4.03054)
H (-4.55865, -3.59132, 0.63198)
H (0.27548, 2.30238, 6.66278)
H (-2.85891, -1.82742, 0.13444)
H (-2.11747, -0.37177, -4.43104)
H (0.89468, -2.40708, 1.99473)
H (-4.14149, -4.45169, -0.86703)
H (-1.07217, 5.27990, -6.75805)
H (2.65892, -4.21649, 2.46867)
H (-1.27912, 2.92622, -5.88469)
H (-4.28367, 1.11475, 1.19014)
H (2.02723, -1.88811, -1.09714)
H (3.83857, 1.02102, 1.28380)
H (2.39226, -3.92635, 0.74158)
H (-0.10973, 0.64510, 2.21758)
H (-1.37739, -0.48558, -1.87810)
H (0.52846, 1.74683, 0.07592)
H (0.31572, -2.37013, -2.40343)
H (2.19245, -1.90603, 3.08017)
H (-1.39838, 2.04827, 4.42576)
H (-2.12461, -3.43220, 0.22004)
H (5.05178, -1.55044, 2.46287)
H (-1.86765, 1.73777, 6.11650)
H (4.24084, 0.23552, -1.31231)
H (3.68619, -2.01200, -0.46588)
H (3.28852, -0.53585, -2.59658)
H (-0.21489, 6.79595, -3.00139)
H (-3.63402, 2.30509, -0.91379)
H (3.84519, -3.26652, 1.55448)
H (3.42419, 0.24890, 2.82478)
H (5.85432, -0.08277, 1.89766)
H (3.31408, 1.61173, 5.34513)

Forces on atoms 1 to 3 (eV/Å):
Br -0.1 -0.4 0.6
Co -0.2 -2.3 -1.6
P -0.7 -1.3 0.7

***

Computed, not measured: C27H44BrNP2RuS as an isolated structure at a distorted geometry, with wB97M-V/def2-TZVPD.

As for the highest occupied orbital energy (spin up / spin down): -19.61 / -19.64 eV. Its spin multiplicity is 5. Its charge is +4. The calculation puts the orbital gap (spin up / spin down) at 6.68 / 4.25 eV.

CARTESIAN COORDINATES (ANGSTROEM)
Ru (1.42284, -0.86976, 1.19867)
Br (0.07417, -5.71366, 1.74792)
S (1.07418, -0.18671, 3.60477)
P (0.58292, 1.17440, 0.76214)
P (1.74917, -1.19554, -1.21904)
N (-5.85766, 3.70053, -1.20098)
C (-0.09007, 1.64086, -0.90120)
C (2.51028, 3.23239, 0.29023)
C (0.38749, -1.93497, -2.20572)
C (-0.89687, 2.94508, -0.90478)
C (-0.54086, 1.96219, 2.00732)
C (3.24888, -3.59904, -1.89523)
C (2.27932, -1.51987, 3.69232)
C (-2.07954, -1.64151, 0.64838)
C (-2.85278, -2.80486, 0.78843)
C (-0.71724, -1.70417, 1.11126)
C (-4.66491, 2.43823, 0.43323)
C (-2.66848, -0.42298, 0.17142)
C (-0.50694, -0.97387, 4.09326)
C (-3.15609, 0.62773, -0.21889)
C (2.27276, 1.89017, 0.97118)
C (-2.27651, -4.01898, 1.14717)
C (3.11012, -2.38950, -0.97525)
C (0.66428, -2.21177, -3.68886)
C (-5.61872, 3.39651, 0.07138)
C (-0.26284, 3.43817, 2.28192)
C (-0.09210, -2.95482, 1.32778)
C (3.55734, -0.27540, -3.30143)
C (-4.00198, 1.72556, -0.58600)
C (2.43568, 0.10817, -2.33920)
C (-0.88553, -4.08354, 1.30236)
C (-4.23739, 2.09216, -1.92864)
C (-5.20143, 3.08128, -2.18293)
H (3.56212, -3.31536, -2.90805)
H (-6.17462, 3.94098, 0.84472)
H (-1.31379, 3.14251, -1.90857)
H (-3.67803, 1.64190, -2.75090)
H (1.82871, -2.46845, 4.00676)
H (3.23090, -0.97486, -4.07987)
H (-1.73633, 2.87031, -0.20599)
H (-1.58659, 1.74677, 1.73459)
H (2.79113, 0.91261, -1.68013)
H (3.90493, 0.62736, -3.82071)
H (2.46098, 1.94044, 2.05284)
H (-4.42468, 2.25210, 1.48194)
H (0.73400, 1.71193, -1.62628)
H (-2.88259, -4.90994, 1.31507)
H (-0.47376, 4.06897, 1.40919)
H (4.03637, -4.25085, -1.49427)
H (-0.62038, -0.66744, 5.14409)
H (1.00718, -3.06354, 1.47035)
H (0.78375, 3.57851, 2.58650)
H (4.42151, -0.70026, -2.78361)
H (1.52858, -2.86781, -3.84349)
H (1.60317, 0.52774, -2.92305)
H (-0.19971, -2.71235, -4.14573)
H (-0.72441, 0.80076, -1.22981)
H (-5.43043, 3.39332, -3.21017)
H (2.99837, -1.13927, 4.43227)
H (2.33168, -4.19556, -1.94662)
H (0.07822, -2.85297, -1.68766)
H (2.98446, -2.71365, 0.07157)
H (-0.47131, -2.06861, 4.01141)
H (-0.35726, 1.40158, 2.94298)
H (-0.47558, -1.25798, -2.11487)
H (-0.40053, -0.71311, 1.64972)
H (2.92215, 1.07293, 0.59464)
H (1.85488, 3.99710, 0.72477)
H (-0.90349, 3.78754, 3.10787)
H (2.82411, -1.62167, 2.71946)
H (2.35147, 3.17905, -0.79361)
H (-0.26643, 3.80255, -0.62472)
H (4.04095, -1.80872, -0.99315)
H (-3.92986, -2.71809, 0.63169)
H (3.54778, 3.53710, 0.47605)
H (0.82301, -1.28884, -4.25822)
H (-1.36212, -0.57723, 3.51802)

Forces on atoms 1 to 3 (eV/Å):
Ru 1.6 -0.6 -0.7
Br -0.9 0.8 -0.4
S -0.5 -0.7 -0.6

***

Computed, not measured: C27H44BrNP2SZr as an isolated structure at a distorted geometry, with wB97M-V/def2-TZVPD.

As for the highest occupied orbital energy (spin up / spin down): -19.44 / -19.43 eV. Its charge is +4. The calculation puts the orbital gap (spin up / spin down) at 3.42 / 3.40 eV.

CARTESIAN COORDINATES (ANGSTROEM)
Zr (-0.11169, 0.00078, 0.93586)
Br (-7.01284, 3.05402, 2.32659)
S (-0.70783, -0.98056, 3.33171)
P (-1.36324, -1.42738, -0.75100)
P (2.33624, -0.47593, 0.12496)
N (2.88725, 4.26981, -1.95779)
C (-2.48151, -0.36277, -1.76165)
C (-5.24264, 2.69136, 1.77838)
C (-2.96392, -0.90485, -3.10905)
C (4.06203, -2.78801, -0.37207)
C (1.81360, 3.68856, 0.09920)
C (1.95054, 3.61327, -2.63826)
C (4.00280, 0.18582, -2.15337)
C (-1.10432, -3.67780, -2.52546)
C (-4.72151, 1.40748, 1.94780)
C (-3.41323, 1.15105, 1.54585)
C (2.60926, -0.23887, -1.68803)
C (2.92498, -2.20013, 0.46682)
C (2.81152, 4.34701, -0.63086)
C (-2.45659, -2.60873, 0.15236)
C (-0.05865, 2.05777, 0.12725)
C (4.99633, 0.15643, 1.06623)
C (3.54833, 0.63824, 0.95680)
C (-1.23219, 1.83405, 0.65071)
C (-1.89685, -0.36058, 4.57977)
C (-0.40661, -2.44833, -1.94521)
C (-3.77902, -2.99950, -0.51204)
C (-3.14608, 3.45135, 0.82391)
C (-2.59590, 2.16365, 1.00736)
C (0.90863, 2.92441, -2.00370)
C (0.87154, 2.91519, -0.59778)
C (-4.46501, 3.70827, 1.20428)
C (0.89494, -0.36864, 3.95410)
H (-1.41085, -4.38541, -1.74591)
H (-3.60962, -1.78624, -3.00609)
H (3.19365, -2.21723, 1.53470)
H (1.88002, 0.52429, -2.00498)
H (4.23778, -3.82608, -0.05822)
H (0.51639, -2.75845, -1.42412)
H (0.16419, 2.38992, -2.58934)
H (-2.66449, -2.16253, 1.14013)
H (3.82870, -2.82134, -1.44258)
H (3.14996, 0.82777, 1.96682)
H (1.79336, 3.74521, 1.18425)
H (5.47657, 0.03547, 0.08848)
H (-2.89223, -0.32082, 4.12540)
H (-1.92788, -1.06771, 5.42026)
H (2.02178, 3.61405, -3.73171)
H (-3.02172, 0.12977, 1.66282)
H (4.77730, -0.55573, -1.91773)
H (-5.31896, 0.61758, 2.38452)
H (-1.60658, 0.63321, 4.93694)
H (-3.64269, -3.55897, -1.44729)
H (3.57112, 4.93961, -0.10946)
H (1.19063, -0.96736, 4.82702)
H (-2.51909, 4.22820, 0.37913)
H (2.30423, -1.17767, -2.17708)
H (-2.13397, -1.13930, -3.78629)
H (-3.33793, -0.11136, -1.11654)
H (-4.41822, -2.12964, -0.70981)
H (-4.89146, 4.69192, 1.05539)
H (2.03159, -2.83753, 0.36381)
H (-1.83970, -3.49899, 0.35263)
H (5.08753, -0.78428, 1.62093)
H (-0.39770, -4.20372, -3.18036)
H (1.64539, -0.49561, 3.14842)
H (3.49456, 1.60345, 0.43165)
H (-0.08811, -1.76418, -2.74717)
H (-3.56601, -0.12707, -3.59806)
H (-1.94345, 0.58588, -1.92411)
H (0.81769, 0.68718, 4.24608)
H (3.99780, 0.30105, -3.24644)
H (-1.97619, -3.42395, -3.14196)
H (5.58608, 0.90322, 1.61466)
H (4.30505, 1.15958, -1.74676)
H (5.01102, -2.25551, -0.23669)
H (-4.33392, -3.65709, 0.17102)

Forces on atoms 1 to 3 (eV/Å):
Zr 1.1 -2.0 2.6
Br 1.1 -0.2 -0.4
S 0.2 0.2 0.0

***

| no. | E (hartree) |
| --- | --- |
| 1 | -5933.4822 |
| 2 | -4857.9859 |
| 3 | -4810.2613 |